# 1
A molecular structure, C22H40ClMnN5O3, computed with wB97M-V/def2-TZVPD.

Summary:
* LUMO energy (alpha / beta): 4.400 / 4.285 eV
* HOMO energy (alpha / beta): 3.064 / 0.438 eV
* orbital gap (alpha / beta): 1.3368 / 3.8475 eV
* multiplicity: 4
* net charge: -2
* <S²>: 4.06

CARTESIAN COORDINATES (ANGSTROEM)
Mn: 1.0297 -1.0135 -0.8462
Cl: 0.3400 -0.0977 -2.6493
C: 2.7361 -4.2456 0.2064
C: 2.1336 -2.4013 -0.8872
N: 1.6953 -3.6113 -0.4663
H: 4.7378 -3.5840 0.7247
N: 3.3479 -2.1897 -0.3170
H: 2.7307 -5.2537 0.6400
C: 0.2223 -3.9442 -0.3612
C: -0.0204 -5.3879 -0.7899
C: -0.3328 -3.6411 1.0416
H: 0.4120 -6.1210 -0.0981
H: -1.1100 -5.5577 -0.8374
H: 0.3786 -5.5499 -1.7996
H: -1.6390 -3.3732 -1.2201
H: -0.2757 -2.9417 -2.2716
H: -0.1421 -2.5895 1.3302
C: -0.6027 -2.9977 -1.2323
H: 0.0636 -4.2831 1.8382
H: -1.4320 -3.7452 0.9989
H: -0.6726 -1.9685 -0.7865
C: 3.7617 -3.3760 0.2763
C: 3.6442 -0.3213 1.4030
H: 4.2869 -0.8218 2.1352
H: 3.8453 0.7694 1.4312
C: 3.8785 -0.8001 -0.0580
H: 3.6216 1.1582 -0.8784
C: 5.3566 -0.7124 -0.4198
H: 5.5034 -0.9537 -1.4764
H: 2.5848 -0.4400 1.6972
H: 2.1426 0.5506 -0.2284
H: 5.9680 -1.3629 0.2102
H: 5.6853 0.3275 -0.2648
C: 3.0392 0.2307 -0.8264
H: 2.7821 -0.0334 -1.8561
C: -3.8878 3.4834 -0.3955
N: -3.3561 2.2522 0.0091
H: -2.8603 5.4313 -0.5311
N: -1.7394 3.6693 0.1450
H: -4.9137 3.6553 -0.6563
C: -3.8581 0.8610 -0.1386
C: -5.3285 0.7598 0.1917
C: -3.5187 0.2297 -1.4901
H: -5.9601 1.2975 -0.5178
H: -5.6350 -0.2936 0.1637
H: -5.5516 1.1296 1.1953
H: -3.1310 -1.0409 0.6291
H: -3.0878 0.2524 1.8371
H: -2.4359 0.2619 -1.6665
C: -2.9725 0.0325 0.7804
H: -4.0312 0.6881 -2.3337
H: -3.8120 -0.8296 -1.4520
H: -1.9267 0.2553 0.5188
C: -2.8538 4.3823 -0.3209
C: 0.3969 3.5786 -1.1541
H: 0.1348 4.2073 -2.0047
H: 1.4870 3.6545 -1.0097
C: -0.2874 3.9993 0.1405
H: 1.4627 2.9409 0.9100
C: -0.0616 5.4524 0.4720
H: -0.5190 5.7381 1.4242
H: 0.1726 2.5291 -1.3885
H: -0.0647 2.0727 1.0807
H: -0.4305 6.1289 -0.3033
H: 1.0169 5.6311 0.5758
C: 0.3906 3.0716 1.1385
H: 0.3164 3.4208 2.1681
C: -2.1346 2.4508 0.5071
O: 0.1228 0.8416 3.0793
N: -0.2074 -0.2552 2.5779
O: -1.1967 -0.9627 2.9312
O: 0.5751 -0.6885 1.5596

---

# 2
A molecular structure, C22H40IrN5O5SSi4Te, computed with wB97M-V/def2-TZVPD.

Summary:
* LUMO energy: -0.287 eV
* energy relative to the best compared isomer or geometry (same formula, charge and spin): 179.10 kJ/mol
* HOMO energy: -6.947 eV
* orbital gap: 6.6603 eV
* net charge: 0

CARTESIAN COORDINATES (ANGSTROEM)
Ir: 0.5986 -0.6509 -1.7226
N: 0.6226 -2.3339 -2.8578
C: 0.9897 -3.5278 -2.0653
C: 1.9923 -3.1027 -0.9976
O: 2.8218 -3.8811 -0.5811
O: 1.8306 -1.8811 -0.5810
H: -0.2989 -2.3921 -3.2818
H: 1.2548 -2.2034 -3.6408
H: 1.3990 -4.3137 -2.6964
H: 0.0954 -3.8777 -1.5524
N: 0.3478 6.8336 -3.8585
C: -0.0047 5.5827 -3.4047
C: -1.2758 5.0601 -3.6768
C: -1.6530 3.8322 -3.1784
C: -0.7571 3.0951 -2.4104
C: 0.5024 3.6094 -2.1160
C: 0.8775 4.8407 -2.6113
S: -1.2194 1.5465 -1.7454
O: -0.1763 1.1961 -0.7353
O: -2.5999 1.5746 -1.4084
N: -0.8157 0.3745 -2.7891
C: -1.2249 0.2990 -4.0860
N: -2.1619 1.1571 -4.5068
C: -2.5293 1.0619 -5.7736
C: -1.9901 0.1304 -6.6478
C: -1.0391 -0.7140 -6.1083
N: -0.6462 -0.6501 -4.8398
H: -0.1914 7.2212 -4.6131
H: 1.3275 7.0571 -3.8874
H: -1.9729 5.6359 -4.2733
H: -2.6412 3.4395 -3.3652
H: 1.1819 3.0490 -1.4875
H: 1.8539 5.2435 -2.3722
H: -3.2926 1.7600 -6.1023
H: -2.2975 0.0636 -7.6799
H: -0.5664 -1.4798 -6.7144
O: 3.0481 0.7972 -2.9485
C: 2.1183 0.3038 -2.5320
C: -2.5044 1.2519 2.3522
Si: -1.8932 -0.2954 3.2224
C: -3.2495 -1.6004 3.2104
C: -1.5214 0.1503 5.0163
Si: -0.0186 -1.2070 2.1178
Te: -1.2371 -1.6850 -0.0595
Si: 0.5944 -3.2636 3.0792
C: 0.2665 -3.1989 4.9349
C: 2.4208 -3.6101 2.8330
C: -0.4298 -4.6527 2.3420
Si: 1.7766 0.3081 2.3638
C: 3.3652 -0.0137 1.4210
C: 2.1981 0.1430 4.1956
C: 1.2139 2.0781 2.0686
H: -3.5388 1.4580 2.6402
H: -2.4695 1.1392 1.2678
H: -1.9000 2.1206 2.6220
H: -4.1438 -1.2210 3.7128
H: -2.9331 -2.5099 3.7266
H: -3.5280 -1.8712 2.1899
H: -2.4454 0.4510 5.5192
H: -0.8268 0.9907 5.0782
H: -1.0951 -0.6860 5.5720
H: 0.7400 -2.3287 5.3944
H: 0.6787 -4.0918 5.4135
H: -0.8017 -3.1608 5.1594
H: 3.0281 -2.9000 3.3997
H: 2.7138 -3.5496 1.7833
H: 2.6613 -4.6137 3.1957
H: -1.4989 -4.4378 2.4030
H: -0.2353 -5.5868 2.8764
H: -0.1829 -4.8013 1.2894
H: 3.8585 -0.9099 1.8028
H: 4.0365 0.8383 1.5652
H: 3.2120 -0.1747 0.3565
H: 2.6739 -0.8169 4.4064
H: 1.3178 0.2301 4.8340
H: 2.8998 0.9314 4.4834
H: 0.6758 2.1853 1.1297
H: 2.0734 2.7550 2.0630
H: 0.5403 2.3992 2.8672

---

Number 1: F_max 2.761 eV/A. Number 2: F_max 1.181 eV/A.